Record 1
{
  "formula": "C7H13IN",
  "method": "wB97M-V/def2-TZVPD",
  "e_homo_ha": -0.4704,
  "energy_ha": -626.6849,
  "homo_lumo_gap_ev": 9.21,
  "e_lumo_ev": -3.59,
  "smiles": "C=C[C@H]1CC[NH2+][C@@H](I)C1",
  "total_charge": 1,
  "symbols": ["C", "C", "C", "C", "C", "N", "C", "I", "C", "H", "H", "H", "H", "H", "H", "H", "H", "H", "H", "H", "H", "H"],
  "xyz": [[3.15, -0.07, -0.11], [2.05, -0.83, -0.25], [0.70, -0.33, 0.17], [0.25, 0.91, -0.63], [-0.93, 1.56, 0.08], [-1.81, 0.55, 0.77], [-1.81, -0.83, 0.17], [-3.00, -0.81, -1.61], [-0.39, -1.39, -0.01], [3.16, 0.73, 0.63], [4.04, -0.21, -0.70], [2.17, -1.82, -0.66], [0.72, -0.01, 1.23], [-0.01, 0.56, -1.63], [1.06, 1.63, -0.66], [-1.50, 2.19, -0.59], [-0.54, 2.20, 0.87], [-2.77, 0.89, 0.71], [-1.61, 0.53, 1.77], [-2.36, -1.46, 0.86], [-0.26, -2.25, 0.63], [-0.31, -1.74, -1.04]]
}



Record 2
{
  "formula": "C7H13IN2O2",
  "method": "wB97M-V/def2-TZVPD",
  "e_homo_ha": [-0.3121, -0.3079],
  "energy_ha": -832.0028,
  "homo_lumo_gap_ev": [7.60, 7.11],
  "e_lumo_ev": [-0.89, -1.27],
  "smiles": "CC1(C)N(OI)C=[N+]([O-])C1(C)C",
  "symbols": ["C", "C", "C", "C", "C", "C", "C", "N", "N", "O", "O", "I", "H", "H", "H", "H", "H", "H", "H", "H", "H", "H", "H", "H", "H"],
  "xyz": [[0.03, -0.10, 2.08], [-0.42, 0.56, -0.14], [0.23, -0.83, -0.13], [0.12, 1.48, -1.22], [-2.00, 0.56, -0.25], [1.77, -0.90, -0.39], [-0.44, -2.02, -0.89], [-0.29, 1.09, 1.19], [0.23, -1.15, 1.35], [-0.17, 2.28, 1.54], [0.55, -2.29, 1.75], [1.84, 3.51, 1.69], [0.11, 0.20, 3.11], [0.03, 1.25, -2.27], [1.19, 1.50, -1.13], [-0.29, 2.50, -1.25], [-2.32, 0.43, -1.27], [-2.43, 1.50, -0.02], [-2.46, -0.11, 0.46], [2.05, -1.91, -0.43], [2.37, -0.43, 0.38], [2.06, -0.49, -1.35], [-0.05, -1.81, -1.81], [-1.49, -1.96, -0.80], [-0.23, -2.88, -0.19]]
}



Record 3
{
  "formula": "C7H13N",
  "method": "wB97M-V/def2-TZVPD",
  "spin_multiplicity": 2,
  "e_homo_ha": [0.0210, -0.1067],
  "energy_ha": -329.1365,
  "homo_lumo_gap_ev": [3.20, 6.64],
  "e_lumo_ev": [3.77, 3.73],
  "s_squared": 0.765,
  "total_charge": -1,
  "symbols": ["C", "C", "C", "C", "C", "C", "C", "N", "H", "H", "H", "H", "H", "H", "H", "H", "H", "H", "H", "H", "H"],
  "xyz": [[-0.61, 2.05, 1.87], [0.53, 1.15, 1.67], [0.76, 0.71, 0.08], [-0.34, -0.20, -0.53], [-0.13, -1.10, -1.50], [-1.14, -1.84, -2.12], [-1.01, -3.03, -2.68], [1.79, 1.65, 2.28], [-1.13, 2.56, 1.01], [-0.28, 2.88, 2.62], [-1.47, 1.46, 2.44], [0.25, 0.19, 2.21], [1.70, 0.15, 0.09], [0.93, 1.61, -0.47], [-1.36, 0.24, -0.45], [0.76, -1.22, -2.08], [-2.24, -1.50, -2.04], [-0.20, -3.71, -2.85], [-1.81, -3.58, -3.01], [2.41, 0.92, 2.55], [1.55, 2.03, 3.24]]
}



Record 4
{
  "formula": "C7H13N",
  "method": "wB97M-V/def2-TZVPD",
  "e_homo_ha": -0.3254,
  "energy_ha": -329.2223,
  "homo_lumo_gap_ev": 9.92,
  "e_lumo_ev": 1.07,
  "smiles": "C=C(C)[C@@]1(C)CCN1",
  "symbols": ["C", "C", "C", "C", "C", "N", "H", "H", "H", "H", "H", "H", "H", "H", "H", "C", "C", "H", "H", "H", "H"],
  "xyz": [[0.95, 0.24, -1.60], [-1.76, -0.87, 0.93], [0.31, 0.03, -0.23], [-1.18, -0.23, -0.29], [-1.94, 0.09, -1.34], [1.01, -0.96, 0.61], [1.54, -1.65, 0.10], [2.03, 0.30, -1.49], [0.72, -0.59, -2.26], [0.60, 1.16, -2.06], [-1.60, -0.24, 1.80], [-2.84, -1.03, 0.81], [-1.27, -1.83, 1.11], [-1.55, 0.55, -2.23], [-3.00, -0.10, -1.33], [0.74, 1.16, 0.77], [1.71, 0.16, 1.38], [1.63, -0.02, 2.45], [2.76, 0.33, 1.11], [-0.06, 1.46, 1.44], [1.18, 2.03, 0.30]]
}